Record 1
Here is a molecular structure, C6H16Cl2InO3S2 from the OMol25 dataset. Energies are from the ωB97M-V functional and the def2-TZVPD basis.

```
! wB97M-V def2-TZVPD RIJCOSX def2/J DEFGRID3
* xyz -1 1
C 1.89 2.19 3.15
C 1.31 3.33 2.32
Cl -0.28 3.82 3.11
C 1.13 2.87 0.90
Cl 0.07 3.99 -0.05
In 3.10 2.56 -0.13
S 2.85 0.34 -1.32
H 2.97 2.16 3.09
H 1.53 2.24 4.17
H 1.51 1.25 2.74
H 1.94 4.21 2.37
H 0.61 1.92 0.94
H 4.42 2.38 1.04
H 3.42 3.77 -1.39
H 1.54 0.27 -1.57
O -0.19 -1.30 -1.40
S -0.85 -2.40 -0.77
O -0.50 -3.75 -1.12
O -2.43 -2.21 -0.92
C -2.94 -2.00 -2.25
C -2.95 -3.27 -3.08
C -0.76 -2.21 0.98
H -2.37 -1.21 -2.74
H -3.96 -1.64 -2.11
H -1.94 -3.62 -3.29
H -3.44 -3.08 -4.04
H -3.48 -4.07 -2.56
H -1.05 -1.20 1.24
H 0.27 -2.40 1.26
H -1.42 -2.95 1.44
*
```

Gap between HOMO and LUMO   7.021 eV
LUMO   2.45 eV
Strongest force on any atom   0.5 eV/Å
HOMO energy   -0.1680 Eh

These are the Löwdin partial charges, in e, on atoms 1 to 2: -0.168 -0.834

***

Record 2
Here is a molecular structure, C6H16ClO2V in a non-equilibrium geometry from the OMol25 dataset. Energies are from the ωB97M-V functional and the def2-TZVPD basis.

```
! wB97M-V def2-TZVPD RIJCOSX def2/J DEFGRID3
* xyz 1 4
V -2.69 0.04 -1.27
Cl -2.82 -0.05 0.92
C 1.46 0.73 3.45
C -0.06 0.72 2.96
C -1.01 1.39 3.97
O -0.09 1.34 1.67
H 2.17 0.03 2.99
H 1.61 0.53 4.55
H 1.93 1.73 3.35
H -0.29 -0.29 2.84
H -0.96 0.94 4.92
H -1.98 1.30 3.49
H -0.86 2.45 4.12
H -0.63 0.89 1.00
C 0.46 -1.34 -4.44
C -0.02 -1.07 -3.07
C 1.12 -0.84 -2.09
O -0.97 -0.08 -2.98
H 0.38 -0.38 -4.97
H -0.19 -2.09 -4.94
H 1.49 -1.64 -4.62
H -0.52 -1.89 -2.64
H 0.65 -0.74 -1.13
H 1.69 0.07 -2.28
H 1.87 -1.65 -2.17
H -1.74 -0.11 -3.63
*
```

Gap between HOMO and LUMO (alpha / beta)   6.188 / 6.403 eV
LUMO (alpha / beta)   -6.38 / -6.17 eV
Energy above the lowest of the compared OMol25 structures with the same formula, charge and spin   0.0 kJ/mol
Strongest force on any atom   5.7 eV/Å
HOMO energy (alpha / beta)   -0.4619 / -0.4620 Eh

These are the Löwdin partial charges, in e, on atoms 1 to 2: 0.911 0.117

***

Among the records above, which one has the lowest strongest force on any atom? C6H16Cl2InO3S2

***

Among the records above, which one has the highest strongest force on any atom? C6H16ClO2V

***

Which value of strongest force on any atom does entry 2 give? 5.7 eV/Å